A cluster of 8 separate species, C46H110N2O9P in total. Source: OMol25; level of theory: ωB97M-V/def2-TZVPD.

XYZ file:
```
168
Properties=species:S:1:pos:R:3:forces:R:3:lowdin_charge:R:1
C 9.2539 5.7922 1.0818 0.1 -0.3 0.2 -0.1120
C 9.0095 4.5948 2.0031 -0.3 -0.1 -0.3 -0.2597
C 9.5132 3.2896 1.3759 0.1 0.4 -0.2 -0.2197
C 8.6180 2.7820 0.2376 0.0 -0.3 0.5 -0.2223
C 7.5314 1.8059 0.7017 0.0 0.3 -0.2 -0.2083
C 6.8149 1.1317 -0.4837 0.1 0.0 0.3 -0.1968
C 5.3014 0.9315 -0.2746 0.5 -0.2 -0.1 -0.2159
C 4.4813 1.9217 -1.0870 -0.2 -0.1 -0.2 -0.2086
C 2.9642 1.8922 -0.8524 0.1 0.0 0.1 -0.1874
C 2.5181 1.7439 0.6145 -0.3 0.1 0.0 -0.1836
C 1.3100 2.6364 0.9855 0.2 -0.2 -0.1 -0.1103
C -0.0125 1.8915 1.1770 0.1 0.2 -0.1 -0.3030
O -1.0120 2.5843 0.4534 -0.1 0.1 0.2 -0.0454
C -2.2196 1.8742 0.3680 -0.3 -0.3 -0.3 -0.3363
N -3.1480 2.6958 -0.3470 0.2 0.1 0.2 0.0210
C -2.6093 3.1853 -1.6231 -0.7 0.2 -0.3 -0.1962
C -2.1682 4.6442 -1.5521 0.4 0.2 -0.2 -0.1933
C -1.0172 4.9978 -2.5063 0.1 0.3 0.4 -0.2483
C -0.1656 6.1428 -1.9352 -0.4 -0.4 0.0 -0.0989
C -2.8159 1.4687 1.7348 -0.5 0.2 0.0 -0.1702
C -3.7390 2.4845 2.4105 0.2 0.2 -0.4 -0.1704
C -3.1612 3.8770 2.6590 0.2 -0.3 0.5 -0.0690
N -1.7440 1.0061 2.7058 0.1 0.1 0.0 -0.0230
C -1.4269 -0.4655 2.6234 0.3 -0.7 0.3 -0.1055
C -1.5649 -1.1937 3.9748 -0.5 -0.1 -0.2 -0.1681
C -2.7791 -2.1549 4.0637 0.5 -0.2 0.2 -0.2356
C -2.3660 -3.5496 4.5467 0.0 0.2 -0.2 -0.1086
C -0.5041 1.8659 2.6295 0.3 0.0 -0.1 -0.2774
P 0.7885 1.3736 3.8498 0.2 -0.5 0.0 0.7710
O 1.7108 0.3268 3.3771 0.0 -0.1 -0.1 -0.3730
H 8.5800 5.7727 0.2270 0.0 0.1 -0.1 0.0623
H 9.1240 6.7368 1.6044 0.0 0.1 0.0 0.0676
H 10.2753 5.7367 0.7042 0.1 0.2 0.0 0.0634
H 9.4780 4.7634 2.9711 0.1 0.0 0.1 0.1010
H 7.9314 4.4983 2.1644 0.0 0.0 0.3 0.1001
H 9.6448 2.5188 2.1352 -0.1 -0.1 0.0 0.1045
H 10.5059 3.4885 0.9624 0.1 0.0 0.1 0.0978
H 8.1142 3.6273 -0.2334 0.1 0.0 -0.3 0.1041
H 9.2349 2.2804 -0.5079 0.0 0.1 -0.2 0.1085
H 6.8026 2.3548 1.3051 0.0 0.0 0.1 0.1055
H 7.9884 1.0601 1.3528 -0.1 -0.1 0.1 0.1100
H 7.2969 0.1699 -0.6584 0.0 0.0 -0.1 0.1087
H 7.0041 1.7309 -1.3759 -0.1 0.0 -0.1 0.1035
H 5.0416 -0.0908 -0.5603 -0.2 0.0 -0.1 0.1140
H 5.1042 0.9997 0.7943 -0.1 0.1 0.1 0.0918
H 4.8728 2.9351 -0.9702 0.0 0.0 0.3 0.1171
H 4.6499 1.6712 -2.1371 0.0 0.1 -0.1 0.1144
H 2.5248 2.8010 -1.2666 0.1 0.1 -0.1 0.0986
H 2.5491 1.0666 -1.4337 -0.1 0.0 0.0 0.1113
H 2.2547 0.7033 0.7963 0.1 -0.1 0.2 0.1012
H 3.3274 1.9608 1.3051 0.1 0.1 0.0 0.1019
H 1.1305 3.3363 0.1717 -0.1 0.1 0.0 0.1107
H 1.5449 3.2441 1.8621 -0.1 0.1 0.1 0.1080
H 0.0873 0.8767 0.7807 0.0 -0.1 0.0 0.1526
H -2.0285 0.9362 -0.1923 0.3 -0.1 0.1 0.1650
H -4.0264 2.2109 -0.4869 -0.1 -0.1 -0.1 0.1009
H -1.8048 2.5494 -2.0017 0.2 -0.1 0.1 0.1170
H -3.4212 3.1121 -2.3497 0.0 0.0 -0.1 0.1156
H -1.8525 4.8772 -0.5346 0.0 -0.2 0.1 0.0937
H -3.0129 5.3001 -1.7659 -0.1 0.0 0.1 0.1175
H -1.3915 5.3004 -3.4826 0.0 -0.2 -0.1 0.1081
H -0.3847 4.1163 -2.6231 0.1 0.0 -0.2 0.0955
H 0.4526 6.6038 -2.7000 0.1 0.1 0.0 0.0505
H 0.4616 5.7530 -1.1323 0.1 0.1 0.0 0.0618
H -0.8296 6.8843 -1.4902 0.1 0.2 -0.1 0.0746
H -3.4215 0.5858 1.5339 0.0 -0.1 0.1 0.1467
H -4.5991 2.5655 1.7482 0.0 0.0 0.0 0.1183
H -4.1178 2.0401 3.3348 0.0 0.0 0.1 0.1203
H -2.5243 4.1995 1.8422 -0.1 0.1 -0.2 0.0667
H -3.9608 4.5946 2.8171 0.0 0.1 -0.1 0.0868
H -2.5633 3.8883 3.5762 0.0 0.1 0.0 0.0710
H -2.1477 1.1531 3.6306 -0.1 0.0 0.0 0.1569
H -2.0924 -0.9390 1.9095 -0.1 0.2 -0.2 0.1239
H -0.4130 -0.5905 2.2529 0.0 0.2 -0.1 0.1137
H -0.6546 -1.7653 4.1412 0.1 0.1 0.1 0.1168
H -1.6522 -0.4745 4.7905 0.2 0.1 0.1 0.0954
H -3.2394 -2.2614 3.0820 -0.2 0.1 0.0 0.0992
H -3.5130 -1.7504 4.7586 -0.2 0.1 -0.1 0.1048
H -3.2251 -4.1231 4.8777 0.0 -0.1 0.1 0.0705
H -1.9005 -4.1135 3.7401 0.1 0.0 0.0 0.0750
H -1.6462 -3.4913 5.3617 -0.1 0.0 0.1 0.0802
H -0.7809 2.9013 2.8330 -0.2 0.0 0.2 0.1263
H 1.3613 2.5986 4.2233 -0.1 0.1 0.0 0.0368
H 0.0435 0.9850 4.9796 -0.1 0.3 0.1 0.0240
C -2.4928 -9.0275 5.5238 -0.1 0.1 0.1 -0.0663
C -2.9886 -7.9270 4.6009 0.2 -0.2 -0.1 -0.4929
C -2.9031 -8.3342 3.1378 0.0 0.1 0.0 -0.0639
O -2.2535 -6.7181 4.8228 -0.1 0.1 0.0 -0.0692
H -1.4430 -9.2558 5.3237 0.0 0.0 0.0 0.0835
H -2.5625 -8.7225 6.5659 0.0 0.0 0.0 0.0714
H -3.0716 -9.9424 5.3931 0.0 0.0 0.0 0.0844
H -4.0226 -7.6812 4.8478 0.0 0.1 0.0 0.1363
H -1.8652 -8.5407 2.8625 0.0 -0.1 0.0 0.0812
H -3.2653 -7.5331 2.4920 0.0 0.0 0.0 0.0746
H -3.4919 -9.2309 2.9423 0.0 0.0 0.0 0.0804
H -1.3303 -6.9037 4.6229 0.1 0.0 0.0 0.0873
C 10.3723 5.1286 -4.8034 -0.1 0.0 0.0 -0.0624
C 9.8980 4.6909 -3.4264 0.3 0.0 -0.1 -0.5003
C 10.9947 4.8235 -2.3815 -0.1 -0.1 0.1 -0.0545
O 9.4058 3.3502 -3.4689 -0.1 0.1 0.1 -0.0601
H 11.2032 4.5001 -5.1354 0.0 0.0 0.0 0.0819
H 9.5696 5.0300 -5.5342 0.0 0.0 0.0 0.0784
H 10.7110 6.1653 -4.7951 0.0 0.0 0.0 0.0805
H 9.0417 5.2985 -3.1289 -0.1 0.0 0.0 0.1349
H 11.8459 4.1858 -2.6359 0.0 0.0 -0.1 0.0855
H 10.6248 4.5076 -1.4054 0.0 0.0 0.0 0.0502
H 11.3482 5.8526 -2.3043 0.0 0.0 0.0 0.0849
H 10.1351 2.7798 -3.7317 0.0 0.0 0.0 0.0856
C -5.3059 -1.0244 -1.3175 0.0 0.0 0.2 -0.0551
C -5.9720 -0.0134 -2.2354 0.1 -0.3 -0.1 -0.4732
C -5.9906 -0.5078 -3.6691 0.0 0.2 -0.1 -0.0551
O -5.3126 1.2574 -2.1391 0.0 0.1 0.2 -0.0717
H -4.2590 -1.1695 -1.6057 0.0 0.0 -0.1 0.0821
H -5.3228 -0.6732 -0.2814 0.0 0.0 0.0 0.0669
H -5.8108 -1.9892 -1.3662 0.0 0.0 0.0 0.0611
H -6.9943 0.1656 -1.9018 0.0 0.1 0.0 0.1428
H -4.9747 -0.6681 -4.0380 0.0 -0.1 0.0 0.0867
H -6.4692 0.2216 -4.3242 0.0 0.0 0.0 0.0876
H -6.5259 -1.4525 -3.7396 0.0 0.0 0.0 0.0603
H -4.4073 1.1303 -2.4445 0.0 0.0 -0.2 0.0677
C -0.1376 -10.9910 10.2148 0.1 0.1 -0.1 -0.0625
C -1.2772 -10.3406 9.4463 0.0 -0.2 0.1 -0.5017
C -2.6347 -10.7964 9.9589 -0.1 0.1 -0.1 -0.0620
O -1.1559 -10.6064 8.0482 0.0 0.1 0.0 -0.0644
H -0.1734 -12.0775 10.0981 0.0 0.0 0.0 0.0817
H 0.8250 -10.6483 9.8353 0.0 0.0 0.0 0.0788
H -0.1948 -10.7602 11.2792 0.0 0.0 0.0 0.0804
H -1.2018 -9.2558 9.5366 0.0 0.0 -0.1 0.1360
H -2.7434 -11.8772 9.8343 0.0 0.0 0.0 0.0819
H -3.4373 -10.3159 9.3986 0.0 0.0 0.0 0.0763
H -2.7587 -10.5608 11.0164 0.0 0.0 0.0 0.0803
H -1.2165 -11.5592 7.9253 0.0 -0.1 0.0 0.0886
C 2.4792 7.9995 -7.0970 -0.1 0.0 0.0 -0.0622
C 1.9470 7.9833 -5.6730 0.3 -0.1 -0.1 -0.5017
C 3.0543 8.2086 -4.6549 -0.1 0.0 0.1 -0.0628
O 1.2655 6.7554 -5.4071 -0.1 0.1 0.1 -0.0639
H 3.2096 7.1979 -7.2381 0.0 0.0 0.0 0.0813
H 1.6703 7.8406 -7.8098 0.0 0.0 0.0 0.0796
H 2.9650 8.9482 -7.3274 0.0 0.0 0.0 0.0811
H 1.1886 8.7590 -5.5608 -0.1 0.0 0.0 0.1372
H 3.8013 7.4128 -4.7251 0.0 0.0 -0.1 0.0812
H 2.6519 8.1982 -3.6413 0.0 0.0 0.0 0.0719
H 3.5559 9.1627 -4.8198 0.0 0.0 0.0 0.0810
H 1.9037 6.0410 -5.5004 0.0 0.0 0.0 0.0849
C -6.7953 -6.1444 -1.9564 0.1 0.1 0.0 -0.0593
C -7.6681 -4.9194 -1.7337 -0.1 -0.2 -0.2 -0.4943
C -9.0887 -5.1414 -2.2276 0.0 0.1 0.0 -0.0598
O -7.0916 -3.7745 -2.3674 0.0 0.1 0.1 -0.0728
H -6.7291 -6.3737 -3.0232 -0.1 0.0 0.0 0.0828
H -5.7831 -5.9659 -1.5929 0.0 0.0 0.0 0.0775
H -7.2010 -7.0172 -1.4439 0.0 0.0 0.0 0.0811
H -7.6883 -4.6765 -0.6701 0.0 0.1 0.0 0.1365
H -9.0888 -5.3426 -3.3022 0.0 -0.1 0.0 0.0825
H -9.6979 -4.2540 -2.0558 0.0 0.0 0.0 0.0792
H -9.5557 -5.9873 -1.7223 0.0 0.0 0.0 0.0816
H -7.0519 -3.9509 -3.3141 0.1 0.0 -0.1 0.0822
C -5.3508 -1.5218 -8.0668 0.1 0.0 0.1 -0.0595
C -5.4272 -2.8710 -7.3697 -0.2 0.1 -0.2 -0.4963
C -6.3041 -3.8512 -8.1324 0.0 -0.1 0.1 -0.0607
O -5.9001 -2.7114 -6.0292 0.1 -0.1 0.1 -0.0724
H -6.3457 -1.0730 -8.1348 0.0 0.0 0.0 0.0826
H -4.7151 -0.8357 -7.5064 0.0 0.0 0.0 0.0771
H -4.9514 -1.6202 -9.0765 0.0 0.0 0.0 0.0817
H -4.4233 -3.2852 -7.2693 0.0 0.0 0.1 0.1369
H -7.3265 -3.4697 -8.2032 0.0 0.0 0.0 0.0823
H -6.3425 -4.8117 -7.6184 0.0 0.0 0.0 0.0783
H -5.9301 -4.0130 -9.1437 0.0 0.0 0.0 0.0820
H -6.7891 -2.3446 -6.0787 0.0 0.1 0.0 0.0811
```
Forces are in eV/Å.

Charge   +1
Frontier orbital gap   9.157 eV
Spin multiplicity   1
Molecular weight   866.37 g/mol